120
Properties=species:S:1:pos:R:3:lowdin_charge:R:1 method="wB97M-V/def2-TZVPD" relative_energy_kj_mol=848.21 spin_multiplicity=1 total_energy_ha=-3057.4343 e_homo_ha=-0.3628 e_lumo_ha=-0.0205
O 3.435 -1.421 -3.031 -0.094
H -0.418 2.508 3.719 0.013
O -1.351 6.053 1.466 -0.111
O -1.487 0.252 -0.658 -0.035
H 5.393 -4.299 -1.445 0.090
O -0.559 -5.200 -1.472 -0.054
H -1.236 -4.805 3.545 0.111
O -2.168 -2.162 0.774 -0.019
H 2.972 -1.811 3.341 0.007
H 5.454 0.643 -1.897 -0.021
H -4.645 3.664 0.228 0.095
H 2.310 1.295 -6.150 0.034
H 3.289 0.188 -2.009 0.026
H -3.225 -2.935 3.245 0.080
H 3.688 -4.054 0.035 0.013
H 1.162 4.220 1.227 0.021
H 3.313 -0.504 0.451 0.016
H -0.765 -3.258 4.094 0.043
H -2.614 -5.323 -0.897 0.031
O 0.176 1.822 4.040 -0.032
H -1.052 6.681 0.752 0.031
O -0.937 -2.136 -2.457 -0.031
H 0.288 -5.671 -1.380 0.061
O 0.989 4.778 1.979 -0.040
H -4.222 -0.808 -2.570 0.092
H -0.990 -1.530 -1.695 0.005
H -4.651 -1.449 1.419 -0.011
H 1.228 4.419 2.850 0.048
H 2.545 -1.867 -3.197 0.004
O 6.356 0.920 -2.136 -0.086
H 2.792 0.329 5.421 0.043
H 2.083 4.181 -2.903 0.013
H -1.686 -1.478 0.312 0.001
O 3.507 0.592 4.839 -0.059
H 2.027 -3.611 -3.601 0.016
H -1.786 -1.839 5.871 0.045
O -0.115 -1.278 3.541 -0.039
O 3.375 -3.688 0.917 -0.099
H -0.725 -5.135 -2.411 0.033
O -0.109 6.596 -1.114 -0.061
O 1.182 -0.352 -0.685 -0.008
H -3.122 3.901 -4.244 0.057
H -1.781 -0.927 4.738 -0.005
O -2.386 -1.502 5.200 -0.059
H -2.613 -1.823 2.466 -0.024
H -1.808 -2.534 -2.343 0.051
O 0.086 4.226 -2.146 -0.057
O -5.281 -2.136 1.201 -0.076
H -1.743 0.441 -2.790 -0.026
H 0.152 6.372 -2.003 0.033
H 1.640 -2.378 3.752 -0.006
H -5.003 1.470 -2.967 0.058
H 4.591 -3.087 -1.735 0.057
O -4.374 2.751 0.389 -0.043
H -5.779 0.499 3.518 0.041
H 1.721 -1.745 -5.027 0.063
H -1.635 3.978 -0.243 0.088
O 1.571 -3.303 -1.725 -0.031
H 1.775 1.303 -4.805 0.064
H 3.414 2.660 4.747 0.001
H 1.022 2.271 3.939 0.001
H 0.304 4.476 -1.246 0.017
O 2.568 -3.937 -4.386 -0.087
H 2.739 2.624 2.116 0.011
H 4.146 -3.451 1.426 0.034
O 3.664 0.992 -1.556 -0.065
O 3.206 3.359 4.142 -0.031
O -5.453 1.265 3.058 -0.028
H 1.943 -4.531 -4.826 0.045
O -2.155 3.199 2.519 -0.047
H 0.550 -4.776 2.996 -0.046
H -5.941 -2.265 1.889 0.037
O 2.426 2.491 1.210 -0.052
H 4.045 -0.629 2.028 0.032
O 3.351 -0.469 1.407 -0.038
O -3.440 -2.031 2.884 -0.102
H -0.589 5.558 1.868 -0.009
H 0.709 6.436 -0.600 0.062
O -1.909 0.400 -3.731 -0.076
O 2.498 -2.150 4.120 -0.055
H -3.849 -4.222 -0.925 0.008
H -2.577 -2.818 0.224 0.034
O -4.156 -1.086 -3.577 -0.104
H -2.538 -0.376 -3.684 0.009
O -3.571 3.404 -3.541 -0.060
O 4.842 -3.648 -0.973 -0.047
H -5.003 2.280 0.962 0.063
H -2.844 2.939 -0.672 -0.024
H -0.904 0.680 -0.043 0.050
H -2.260 0.758 -0.883 0.032
H 6.096 1.042 -3.066 0.032
H 0.797 -1.175 -0.403 0.036
H 3.880 -1.221 -3.871 0.077
H 0.014 -1.388 2.603 0.051
H -4.863 -0.521 -3.887 0.035
O -1.927 3.111 -0.665 -0.057
O 2.780 3.580 -2.674 -0.031
H -1.500 3.264 1.813 0.005
H 1.312 -2.378 -1.737 -0.004
O 1.999 0.647 -5.517 -0.071
H -4.715 1.539 -1.501 0.022
O -3.581 -5.123 -0.743 -0.072
H 3.328 1.830 -1.923 0.021
H 2.725 3.882 4.795 0.059
H -0.768 3.806 -2.034 0.013
H -4.537 1.079 2.879 0.018
O -4.727 0.920 -2.231 -0.045
H -2.999 2.645 -3.391 0.000
H 4.088 -0.202 4.945 0.072
O -0.555 -4.229 4.014 -0.078
O 1.282 -1.365 -4.254 -0.074
H 0.012 -0.324 3.659 0.040
H -2.863 2.928 1.909 0.008
H 2.149 1.566 1.158 0.016
H 1.557 -0.209 -1.551 0.033
H 1.536 -4.156 1.979 -0.006
H 2.767 3.187 -1.808 0.006
H 0.425 -1.790 -4.238 0.045
H 2.126 -3.381 -0.949 0.031
O 1.086 -5.001 2.207 -0.109

***

34
Properties=species:S:1:pos:R:3:lowdin_charge:R:1 method="wB97M-V/def2-TZVPD" relative_energy_kj_mol=97.12 spin_multiplicity=1 total_energy_ha=-843.7307 e_homo_ha=-0.3799 e_lumo_ha=-0.0131
H 17.034 22.911 13.292 0.054
H 17.077 22.409 15.407 -0.018
H 15.165 16.450 11.224 0.027
H 12.352 22.772 16.054 0.062
H 17.173 19.127 14.405 -0.034
H 15.652 22.705 13.872 -0.006
H 17.812 19.018 15.773 0.031
H 14.772 20.027 17.041 -0.030
O 17.953 19.380 14.898 -0.066
O 12.011 16.773 15.067 -0.024
H 16.408 19.350 11.874 0.066
O 14.201 21.661 13.155 -0.053
He 15.035 19.625 15.160 0.201
H 15.952 20.960 17.209 -0.005
H 15.634 17.489 18.799 0.005
H 11.120 16.477 15.253 0.064
O 15.183 20.623 17.668 -0.069
O 16.017 16.462 11.659 -0.057
H 15.456 18.992 18.767 -0.019
O 12.326 22.379 15.181 -0.031
H 14.095 16.513 17.252 0.034
H 13.033 17.176 16.400 -0.041
H 13.902 22.302 12.510 0.069
O 15.904 19.114 12.652 -0.063
O 16.396 23.307 13.885 -0.041
H 11.898 17.509 14.465 0.059
H 16.051 17.313 12.097 -0.028
H 11.657 21.698 15.245 0.053
H 15.423 19.911 12.877 -0.008
O 17.409 22.096 16.249 -0.052
H 13.665 21.831 13.929 0.000
H 18.344 22.296 16.228 0.048
O 16.053 18.307 19.068 -0.062
O 13.681 17.359 17.080 -0.065

***

20
Properties=species:S:1:pos:R:3:lowdin_charge:R:1 method="wB97M-V/def2-TZVPD" relative_energy_kj_mol=267.31 smiles=CCCNCCO spin_multiplicity=1 total_energy_ha=-328.2170 e_homo_ha=-0.3138 e_lumo_ha=0.0312
C 1.380 -1.214 0.161 -0.245
C 0.458 -1.242 1.313 -0.268
H -1.669 2.984 -0.197 0.056
H -0.147 2.416 -0.973 0.057
H -0.091 0.284 -2.524 0.116
H -0.745 2.016 0.721 0.059
H 1.309 -2.072 -0.516 0.115
C -1.399 0.669 -0.824 -0.238
N 1.105 -0.110 -0.698 -0.097
H -2.196 0.845 -1.562 0.098
C -0.980 2.163 -0.338 -0.086
H -1.832 0.199 0.015 0.062
H 2.482 -1.072 0.368 0.140
H 1.036 0.839 -0.256 0.096
O 1.149 -0.912 2.519 -0.114
H 0.000 -2.170 1.481 0.100
H 1.269 -1.858 2.984 0.154
H -0.291 -0.500 1.302 0.087
H -0.593 -1.163 -1.504 0.112
C -0.245 -0.102 -1.472 -0.203

***

8
Properties=species:S:1:pos:R:3:lowdin_charge:R:1 method="wB97M-V/def2-TZVPD" relative_energy_kj_mol=293.97 smiles=C#CC(O)(Br)Br spin_multiplicity=1 total_energy_ha=-5338.6384 e_homo_ha=-0.3805 e_lumo_ha=-0.0118
Br 1.953 1.647 0.127 0.580
C -1.570 -0.058 1.340 0.048
O 0.479 0.149 -1.654 -0.130
H -0.489 0.010 -1.916 0.178
Br 1.826 -1.727 0.019 0.625
C -0.514 0.053 0.778 -0.137
C 0.869 -0.020 -0.410 -1.179
H -2.553 -0.053 1.716 0.016

***

14
Properties=species:S:1:pos:R:3:lowdin_charge:R:1 method="wB97M-V/def2-TZVPD" relative_energy_kj_mol=293.33 spin_multiplicity=1 total_energy_ha=-311.7077 e_homo_ha=-0.3110 e_lumo_ha=0.0319
F -2.457 -0.669 0.033 -0.018
C 1.421 -0.630 -0.693 -0.279
C 1.060 0.639 -0.736 -0.075
H -3.652 1.258 0.974 0.166
H 1.075 -1.161 -1.591 0.099
H 0.901 1.196 0.126 0.014
H 1.125 -2.066 0.832 0.103
H 0.639 1.259 -1.586 0.070
H 2.764 -2.029 0.099 0.071
C 1.963 -1.378 0.458 -0.115
H -2.461 2.357 0.525 0.078
N -2.670 1.395 0.511 0.082
H 2.293 -0.745 1.204 0.040
C -2.002 0.575 -0.156 -0.236

***

125
Properties=species:S:1:pos:R:3:lowdin_charge:R:1 method="wB97M-V/def2-TZVPD" spin_multiplicity=1 charge=+1 total_energy_ha=-5339.4766 e_homo_ha=-0.3490 e_lumo_ha=-0.2034
H 4.208 0.482 -6.574 0.075
H 5.263 -1.054 -4.616 0.089
C 6.997 -3.872 -3.406 -0.095
C 3.396 -0.468 4.206 -0.106
H 0.335 0.482 -0.068 0.131
C -3.099 4.180 -3.301 -0.139
N -4.464 5.094 3.719 -0.012
N -8.443 1.267 -0.385 0.110
C -0.103 -1.603 0.042 -0.773
C -4.958 5.445 -3.199 -0.089
H 7.242 0.170 -3.720 0.118
C 5.066 0.709 -5.965 -0.116
C 4.256 -0.579 5.263 -0.118
C 0.159 1.903 6.120 -0.119
H -1.789 3.450 3.974 0.065
H 5.134 -3.947 -4.648 0.093
H 9.801 2.519 -0.868 0.092
H -0.681 -0.331 -4.114 0.120
H -2.707 6.021 4.497 0.104
C -3.630 5.371 -3.707 -0.092
H -1.552 1.604 0.971 0.129
H 2.528 -1.461 -6.532 0.095
C 4.008 -5.258 3.675 -0.149
H 7.538 1.260 -1.681 0.097
H -6.938 6.550 5.248 0.094
C -5.990 6.208 4.868 -0.103
H 1.546 -1.640 3.722 -0.006
H -3.126 6.111 -4.304 0.100
H 7.672 2.389 -4.806 0.107
H -9.981 -3.136 -0.016 0.140
H -8.338 1.327 -2.427 0.126
H -12.857 -2.498 -2.985 0.094
C -6.401 0.840 0.718 -0.001
N -4.311 0.566 -0.499 -0.022
H 4.239 -1.880 6.924 0.150
H -4.040 4.449 3.083 0.116
H -12.083 -4.110 -0.956 0.109
C -2.597 -0.549 -1.388 0.010
H 5.508 -6.408 6.320 0.106
H 3.926 -3.286 -2.315 0.098
H 0.105 -2.493 -3.090 0.083
C -5.744 0.774 -0.472 -0.196
H 3.490 -4.442 3.197 0.096
N 5.916 -3.336 -1.549 0.000
N -4.058 3.526 -2.566 -0.013
C -0.692 2.942 5.853 -0.097
H -9.224 -1.035 -1.151 0.068
H -2.217 -1.280 -2.078 0.144
H -4.001 1.990 0.953 0.153
C -11.992 -2.379 -2.355 -0.104
H 7.787 -4.113 -4.095 0.097
N 6.669 0.540 -4.456 0.008
C -5.813 5.234 3.926 -0.149
N 3.802 -1.587 6.069 0.014
H -11.012 -0.513 -3.112 0.088
C -5.193 4.296 -2.500 -0.142
N 0.093 -0.857 -4.469 -0.014
H -2.130 3.743 -3.469 0.102
H 2.145 -2.930 6.043 0.117
C -4.701 6.678 5.243 -0.100
H 3.483 0.239 3.398 0.095
C 7.154 -3.591 -2.075 -0.153
H 4.102 -6.918 2.260 0.088
C -1.711 0.110 -0.544 -0.188
C -6.428 0.939 -1.642 0.005
C 5.881 1.874 -6.033 -0.110
H -6.525 4.631 3.388 0.097
C -1.116 2.798 4.508 -0.115
C 9.545 1.483 -0.729 -0.102
H 4.359 -4.326 5.535 0.112
H 8.037 -3.552 -1.460 0.105
O 0.122 -2.583 -0.551 0.111
C 1.624 -2.437 -4.725 -0.090
H -4.478 7.445 5.963 0.095
C -3.540 1.267 0.317 0.045
C -7.751 1.082 0.730 -0.093
H 5.145 -0.027 5.512 0.115
C 10.325 0.484 -0.081 -0.103
C -2.187 1.049 0.311 0.053
H 0.699 1.646 7.014 0.115
H -5.657 6.252 -3.335 0.100
C -10.103 -1.577 -1.438 -0.152
H 0.617 0.395 -6.115 0.112
H 5.735 -3.111 -0.588 0.142
H -6.063 3.960 -1.962 0.098
H 2.210 -3.329 -4.580 0.091
Br -0.382 -1.510 1.961 0.871
H -0.563 1.213 3.032 0.032
C 5.080 -6.302 5.338 -0.139
H 7.730 -1.109 -1.001 0.111
C -11.625 -3.213 -1.335 -0.134
H -5.939 0.891 -2.593 0.123
C 1.791 -1.459 -5.748 -0.094
H -0.976 3.719 6.542 0.097
C 9.626 -0.694 -0.150 -0.139
N 4.466 -5.140 4.960 0.001
C 2.383 -1.456 4.378 -0.157
C -7.775 1.178 -1.523 -0.122
C 0.566 -2.041 -3.952 -0.150
H 11.294 0.613 0.371 0.092
N -10.474 -2.721 -0.783 0.001
H 5.406 -8.177 4.276 0.092
H 5.763 2.710 -6.702 0.089
C 8.396 0.876 -1.154 -0.160
C 5.577 -0.091 -4.982 -0.139
C 5.013 -7.175 4.288 -0.108
H -8.271 1.153 1.666 0.123
C -0.263 -0.245 -0.597 -0.120
H 0.827 0.307 4.918 0.101
C -0.509 1.674 4.004 -0.168
C 6.859 1.741 -5.084 -0.139
C -3.782 5.973 4.516 -0.144
N 0.262 1.137 4.996 0.026
H -3.947 2.626 -2.145 0.094
C -11.025 -1.340 -2.422 -0.107
C 4.330 -6.515 3.231 -0.111
C 4.968 -3.449 -2.529 -0.147
H 0.095 -0.292 -1.618 0.123
H -5.878 0.698 1.649 0.125
H 9.864 -1.682 0.204 0.104
N -3.884 -0.328 -1.371 0.207
N 8.449 -0.439 -0.798 0.002
C 0.836 -0.502 -5.563 -0.128
C 2.660 -2.127 5.544 -0.143
C 5.607 -3.783 -3.694 -0.118

***

75
Properties=species:S:1:pos:R:3:lowdin_charge:R:1 method="wB97M-V/def2-TZVPD" relative_energy_kj_mol=0.00 spin_multiplicity=3 charge=+3 total_energy_ha=-2315.5738 e_homo_ha="-0.6044 / -0.6165" e_lumo_ha="-0.3314 / -0.3248" s2=2.035
H 0.294 1.549 3.519 0.126
H -2.144 4.147 2.640 0.073
C 2.242 2.936 -2.385 -0.220
H -1.061 3.370 0.422 0.119
H -0.727 3.514 3.481 0.080
O -0.459 -0.973 -1.679 -0.429
C 0.859 2.867 -2.581 -0.038
H 4.876 -2.823 2.708 0.163
Mo -0.468 -0.043 0.404 1.724
C 3.534 -1.406 3.603 -0.183
H 2.548 0.872 0.265 0.101
H -4.825 2.673 0.767 0.099
N 2.266 -3.481 -2.786 0.167
N 1.034 0.207 -4.894 0.166
H -4.036 2.737 2.333 0.091
H 0.231 2.674 1.362 0.099
C -3.199 -1.437 -0.493 -0.130
H -1.846 -3.782 2.832 0.104
H 1.841 0.172 -4.237 0.124
H -0.548 4.788 2.299 0.105
H 1.351 -0.044 -5.832 0.178
F 4.253 -1.267 4.697 0.168
H 0.233 -3.710 -3.430 0.116
C 2.052 1.422 -0.529 -0.099
H 2.568 -4.197 -2.122 0.171
H 0.399 3.466 -3.359 0.130
H -3.424 0.740 0.884 0.092
H -4.954 -2.782 -0.661 0.139
C -0.300 0.677 3.252 -0.154
C 0.093 2.057 -1.759 -0.137
H -0.180 -1.541 -5.064 0.112
C -2.937 1.706 0.754 -0.233
H 0.457 -3.511 -1.694 0.101
O 2.020 -0.843 -2.671 -0.322
H 2.533 -3.794 -3.720 0.177
C 2.834 2.230 -1.342 0.001
C 0.678 1.304 -0.734 -0.317
C 0.795 -3.171 -2.671 -0.142
H -2.139 1.787 3.449 0.132
P 0.599 -1.320 -2.696 0.499
C -1.100 3.874 2.523 -0.047
H 3.901 2.308 -1.181 0.137
H -0.938 -2.276 2.774 0.070
C 3.957 -2.261 2.603 0.130
H -3.762 -4.024 1.214 0.185
N 3.647 4.297 -4.076 0.205
C -1.330 -3.091 2.168 0.028
C -2.252 -2.583 1.118 -0.345
C -4.012 -2.484 -0.234 -0.024
H -2.335 0.178 2.755 0.125
N 0.343 -0.049 2.135 -0.147
H -0.488 -3.626 1.724 0.093
F 2.050 0.153 4.505 0.139
C 2.009 -1.620 1.393 -0.154
N -1.584 1.583 1.390 -0.268
H -0.979 2.011 -1.935 0.098
C -0.014 -0.735 -4.353 -0.133
H -0.367 0.039 4.133 0.143
C 3.043 3.709 -3.297 -0.166
C 3.164 -2.351 1.481 -0.198
F 3.485 -3.141 0.443 0.100
C 2.362 -0.660 3.501 -0.125
H -3.502 3.798 1.012 0.085
H -2.759 1.851 -0.316 0.108
C 1.548 -0.752 2.373 -0.145
C -1.687 1.057 2.780 -0.161
F 1.247 -1.723 0.246 -0.018
N -2.101 -1.498 0.357 -0.073
N -3.398 -3.189 0.778 0.142
C -0.832 2.904 1.378 -0.202
C -3.861 2.801 1.259 -0.048
H -3.317 -0.658 -1.225 0.113
H 0.703 1.172 -4.937 0.160
H -0.948 -0.194 -4.227 0.110
H 2.769 -2.592 -2.591 0.128